(1)
Entry from the Open Molecules 2025 dataset: 2 unconnected molecules or ions with the total composition C3H3ClNO at a distorted geometry (wB97M-V/def2-TZVPD).

The geometry in ORCA input format:
```
! wB97M-V def2-TZVPD RIJCOSX def2/J DEFGRID3
* xyz 1 1
C -0.6343 1.6711 -0.6523
C -0.9506 -1.7548 -1.5804
C -0.6571 0.4143 -0.7819
N -0.7946 -0.8249 -0.8056
O -1.1404 -2.6752 -2.2390
Cl 1.4796 -3.3030 -0.6875
H 0.3052 2.1970 -0.5036
H 2.7661 -3.6701 -0.4134
H -1.4622 2.4058 -0.6273
*
```

gap between HOMO and LUMO: 8.48 eV
ΔE to the lowest compared entry with this formula, charge and spin: 10.7 kJ/mol
total energy: -705.92809 a.u.
lowest unoccupied orbital energy: -6.89 eV

Löwdin atomic charge list, values in e, 5 entries:
1. C 0.158
2. C -0.197
3. C 0.027
4. N 0.253
5. O 0.322


(2)
Entry from the Open Molecules 2025 dataset: 2 unconnected molecules or ions with the total composition C3H3ClO2 at a distorted geometry (wB97M-V/def2-TZVPD).

The geometry in ORCA input format:
```
! wB97M-V def2-TZVPD RIJCOSX def2/J DEFGRID3
* xyz 0 1
C 0.7143 -0.7887 -1.7407
C -0.4572 0.1357 -0.1071
C 0.0049 0.5649 1.2053
O 0.7367 0.0293 -2.5513
O 0.7858 -1.7798 -1.1182
Cl -2.1605 -0.0714 -0.1985
H -0.7694 0.6814 1.9493
H 0.5963 1.5172 1.2050
H 0.5491 -0.2885 1.3562
*
```

gap between HOMO and LUMO: 8.55 eV
ΔE to the lowest compared entry with this formula, charge and spin: 247.6 kJ/mol
total energy: -726.68562 a.u.
lowest unoccupied orbital energy: -0.73 eV

Löwdin atomic charge list, values in e, 5 entries:
1. C -0.572
2. C -0.474
3. C -0.175
4. O 0.174
5. O 0.128


(3)
Entry from the Open Molecules 2025 dataset: a single C3H3ClO2 molecule at a distorted geometry (wB97M-V/def2-TZVPD).

The geometry in ORCA input format:
```
! wB97M-V def2-TZVPD RIJCOSX def2/J DEFGRID3
* xyz 0 1
Cl 0.3867 -0.9928 2.1318
C -0.2971 -1.0128 0.4070
O 0.8839 -0.7428 -0.4988
C 0.7257 0.6126 -0.7398
C -0.4257 1.0347 -0.2735
O -1.1634 0.0024 0.2754
H -0.8645 -2.0089 0.1832
H 1.6674 1.1546 -1.2479
H -0.9129 1.9531 -0.2373
*
```

structure (SMILES): ClC1OC=CO1
gap between HOMO and LUMO: 9.95 eV
ΔE to the lowest compared entry with this formula, charge and spin: 151.3 kJ/mol
total energy: -726.72229 a.u.
lowest unoccupied orbital energy: 0.91 eV

Löwdin atomic charge list, values in e, 5 entries:
1. Cl 0.572
2. C -0.632
3. O -0.089
4. C -0.128
5. C -0.116


(4)
Entry from the Open Molecules 2025 dataset: a single C3H3ClO2 molecule at a distorted geometry (wB97M-V/def2-TZVPD).

The geometry in ORCA input format:
```
! wB97M-V def2-TZVPD RIJCOSX def2/J DEFGRID3
* xyz 0 1
C 0.4112 1.2102 1.3500
C -0.4864 0.3558 0.8354
O -0.3853 -0.2574 -0.7010
C -0.0996 -1.0735 -1.7287
O -0.2913 -0.7550 -2.8418
Cl 0.6846 -2.4939 -1.3081
H 1.3378 1.3571 0.8828
H 0.4003 1.4897 2.4577
H -1.5713 0.1670 1.0536
*
```

structure (SMILES): C=COC(=O)Cl
gap between HOMO and LUMO: 11.08 eV
ΔE to the lowest compared entry with this formula, charge and spin: 247.7 kJ/mol
total energy: -726.68558 a.u.
lowest unoccupied orbital energy: 0.69 eV

Löwdin atomic charge list, values in e, 5 entries:
1. C 0.030
2. C 0.013
3. O -0.120
4. C -1.049
5. O 0.077


(5)
Entry from the Open Molecules 2025 dataset: 2 unconnected molecules or ions with the total composition C3H3ClO2 at a distorted geometry (wB97M-V/def2-TZVPD).

The geometry in ORCA input format:
```
! wB97M-V def2-TZVPD RIJCOSX def2/J DEFGRID3
* xyz 0 1
C -1.0213 0.4107 -0.2999
C -1.3982 -0.5077 0.5033
O -1.9273 -1.2880 1.2098
H -0.4173 1.2766 -0.2668
H -1.3065 0.1255 -1.3329
O 1.3980 0.0293 1.3531
C 1.3820 0.1456 0.1696
Cl 1.5009 -1.2559 -0.8848
H 1.7897 1.0640 -0.4515
*
```

structure (SMILES): C=C=O.O=CCl
gap between HOMO and LUMO: 9.88 eV
ΔE to the lowest compared entry with this formula, charge and spin: 191.1 kJ/mol
total energy: -726.70713 a.u.
lowest unoccupied orbital energy: 0.18 eV

Löwdin atomic charge list, values in e, 5 entries:
1. C -0.052
2. C -0.280
3. O 0.180
4. H 0.056
5. H 0.112


(6)
Entry from the Open Molecules 2025 dataset: 2 unconnected molecules or ions with the total composition C3H3ClO2 at a distorted geometry (wB97M-V/def2-TZVPD).

The geometry in ORCA input format:
```
! wB97M-V def2-TZVPD RIJCOSX def2/J DEFGRID3
* xyz 0 1
C 0.2161 0.3999 1.4635
C 1.2062 0.9968 0.8451
O 2.0361 1.6392 0.2970
H 0.0167 -0.6116 1.1238
H -0.0777 0.6833 2.5696
O -0.7599 1.5591 -0.9419
C -0.3359 0.7813 -1.7215
Cl 1.2794 0.7817 -2.3964
H -0.9180 -0.0574 -2.0757
*
```

structure (SMILES): C=C=O.O=CCl
gap between HOMO and LUMO: 9.88 eV
ΔE to the lowest compared entry with this formula, charge and spin: 152.6 kJ/mol
total energy: -726.72179 a.u.
lowest unoccupied orbital energy: 0.63 eV

Löwdin atomic charge list, values in e, 5 entries:
1. C -0.021
2. C -0.321
3. O 0.098
4. H 0.060
5. H 0.118


(7)
Entry from the Open Molecules 2025 dataset: a single C3H3ClO2 molecule at a distorted geometry (wB97M-V/def2-TZVPD).

The geometry in ORCA input format:
```
! wB97M-V def2-TZVPD RIJCOSX def2/J DEFGRID3
* xyz 0 1
O -1.8648 0.6678 0.0988
C -1.3435 -0.3165 0.5623
C 0.1544 -0.5825 0.2892
O 0.6526 -1.6588 0.5146
C 0.9406 0.5633 -0.3321
Cl 0.7203 0.4155 -2.0808
H -1.8711 -1.1875 1.0694
H 2.0244 0.5481 -0.1044
H 0.5872 1.5506 -0.0170
*
```

structure (SMILES): O=CC(=O)CCl
gap between HOMO and LUMO: 9.22 eV
ΔE to the lowest compared entry with this formula, charge and spin: 68.7 kJ/mol
total energy: -726.75377 a.u.
lowest unoccupied orbital energy: -0.92 eV

Löwdin atomic charge list, values in e, 5 entries:
1. O 0.078
2. C -0.164
3. C -0.436
4. O 0.110
5. C -0.517


(8)
Entry from the Open Molecules 2025 dataset: a molecular structure, C3H3CuFO2 at a distorted geometry (wB97M-V/def2-TZVPD).

The geometry in ORCA input format:
```
! wB97M-V def2-TZVPD RIJCOSX def2/J DEFGRID3
* xyz 2 2
H 0.3397 -1.6386 -0.0259
F -1.3277 1.6863 -0.0695
O -0.5186 0.0354 1.2993
O 1.1412 0.3763 -0.1244
C -1.1557 0.3595 0.0391
C -0.0021 -0.2398 -0.7687
C 0.5659 -0.5492 0.7515
H -2.1145 -0.1625 -0.0458
H 0.1246 -0.2837 -1.8473
Cu 2.9473 0.4163 0.7918
*
```

gap between HOMO and LUMO (spin up / spin down): 10.96 / 7.01 eV
total energy: -2005.89712 a.u.
lowest unoccupied orbital energy (spin up / spin down): -11.12 / -14.72 eV

Löwdin atomic charge list, values in e, 5 entries:
1. H 0.344
2. F 0.197
3. O 0.154
4. O 0.009
5. C -0.191


(9)
Entry from the Open Molecules 2025 dataset: a molecular structure, C3H3CuLiO3 at a distorted geometry (wB97M-V/def2-TZVPD).

The geometry in ORCA input format:
```
! wB97M-V def2-TZVPD RIJCOSX def2/J DEFGRID3
* xyz 1 3
O 0.5910 0.5472 -1.1930
Cu -1.2477 0.0951 -2.3779
C 1.6518 0.1301 0.0847
C -0.2403 0.1202 -0.1696
O 1.4517 -1.0334 0.6123
C 0.0123 -1.2593 0.4124
H -0.1116 -2.1032 -0.2751
H -0.4694 -1.4311 1.3808
H -1.6479 1.3492 0.4253
Li 0.7428 2.4265 0.4384
O -0.7327 1.1587 0.6618
*
```

gap between HOMO and LUMO (spin up / spin down): 5.46 / 8.62 eV
ΔE to the lowest compared entry with this formula, charge and spin: 192.8 kJ/mol
total energy: -1989.35289 a.u.
lowest unoccupied orbital energy (spin up / spin down): -4.77 / -5.27 eV

Löwdin atomic charge list, values in e, 5 entries:
1. O -0.196
2. Cu 0.533
3. C 0.062
4. C -0.541
5. O -0.014


(10)
Entry from the Open Molecules 2025 dataset: a molecular structure, C3H3CuO at a distorted geometry (wB97M-V/def2-TZVPD).

The geometry in ORCA input format:
```
! wB97M-V def2-TZVPD RIJCOSX def2/J DEFGRID3
* xyz 0 3
C 0.7748 -0.2904 0.2364
C 2.3031 -0.0036 0.1712
C 1.5315 -0.6928 1.2304
H 2.6805 1.0174 0.3331
H 2.9171 -0.5765 -0.5401
H 1.6042 -1.2528 2.1598
O -2.6598 0.6109 -0.6357
Cu -0.9189 0.0800 -0.5447
*
```

gap between HOMO and LUMO (spin up / spin down): 9.65 / 6.19 eV
ΔE to the lowest compared entry with this formula, charge and spin: 0.0 kJ/mol
total energy: -1831.57676 a.u.
lowest unoccupied orbital energy (spin up / spin down): 0.32 / -3.03 eV

Löwdin atomic charge list, values in e, 5 entries:
1. C -0.272
2. C -0.207
3. C -0.145
4. H 0.071
5. H 0.071